Record 1
{"formula": "C12H14Cl17N2O2", "method": "wB97M-V/def2-TZVPD", "spin_multiplicity": 1, "orbital_gap_ev": 10.2607, "charge": 1, "elements": ["Cl", "Cl", "Cl", "Cl", "Cl", "Cl", "Cl", "Cl", "Cl", "Cl", "Cl", "Cl", "Cl", "Cl", "Cl", "Cl", "Cl", "O", "O", "N", "N", "C", "C", "C", "C", "C", "C", "C", "C", "C", "C", "C", "C", "H", "H", "H", "H", "H", "H", "H", "H", "H", "H", "H", "H", "H", "H"], "coordinates": [[4.6405, 3.5144, -3.9469], [-5.6985, -5.5475, -3.6068], [-2.2287, -4.0810, 2.5725], [-4.0616, -6.2266, -5.8823], [5.0155, 5.7765, -2.1937], [-3.5459, 0.2570, -0.0435], [4.2597, 6.1932, -4.9404], [-1.3118, -5.4531, 4.9541], [-3.3541, -3.4236, 5.1445], [-3.3388, -4.0006, -4.1986], [0.0698, -4.1803, -2.5206], [-0.6381, -2.6856, 4.4892], [-3.0852, -6.7025, -3.2127], [2.3620, 5.0661, -3.0879], [-2.2296, -3.9497, -0.8013], [0.4167, -3.3240, 0.2063], [-0.8585, -1.5784, -1.7135], [-0.6485, 0.9716, -1.3639], [3.6075, 3.3267, -0.3779], [1.7737, 1.7211, 0.9701], [0.0684, 1.3170, -0.2589], [1.3957, 1.2524, -0.2152], [-1.7835, -0.4698, 1.8885], [-0.6497, -3.2716, -1.1998], [3.1349, 1.8915, 1.4831], [-0.4452, 1.8194, 0.9039], [-4.0481, -5.6218, -4.2271], [4.0985, 2.2195, 0.3601], [0.6522, 2.0743, 1.6822], [-1.8838, 2.0187, 1.1777], [4.0678, 5.1370, -3.5477], [-1.8894, -3.9263, 4.2994], [-2.6491, 0.7015, 1.4460], [-1.2701, 0.2716, -1.0956], [0.6728, 2.4945, 2.6674], [2.0482, 0.9181, -0.9955], [4.2131, 1.3898, -0.3307], [4.0302, 4.1271, -0.0586], [-2.3743, -1.1080, 2.5373], [-2.3372, 2.5228, 0.3296], [-3.4020, 0.8984, 2.1961], [-1.5235, -1.0838, 1.0307], [5.0686, 2.4482, 0.7901], [3.4510, 1.0303, 2.0639], [3.1009, 2.7454, 2.1508], [-0.9135, -0.1695, 2.4595], [-1.9791, 2.6996, 2.0162]], "nbo_charge": [0.056, 0.064, 0.048, 0.072, 0.038, -0.051, 0.084, 0.083, 0.068, 0.040, 0.093, 0.029, 0.053, 0.051, 0.081, 0.061, 0.022, -0.501, -0.722, -0.272, -0.010, 0.238, -0.654, -0.223, -0.233, 0.154, -0.228, -0.084, -0.044, -0.475, -0.226, -0.229, -0.175, 0.500, 0.250, 0.261, 0.184, 0.489, 0.248, 0.265, 0.235, 0.225, 0.207, 0.232, 0.224, 0.219, 0.254]}



Record 2
{"formula": "C12H14ClN2", "method": "wB97M-V/def2-TZVPD", "spin_multiplicity": 1, "smiles": "C/[NH+]=C(C)/C=C(Cl)\\N=C/c1ccccc1", "orbital_gap_ev": 8.0422, "charge": 1, "elements": ["Cl", "N", "N", "C", "C", "C", "C", "C", "C", "C", "C", "C", "C", "C", "C", "H", "H", "H", "H", "H", "H", "H", "H", "H", "H", "H", "H", "H", "H"], "coordinates": [[-3.8699, -0.8695, -0.2050], [-0.5345, 1.9610, 0.8935], [-1.6056, -0.5282, 1.1717], [-0.0183, -2.0397, -0.7278], [0.4926, -1.5462, 0.5534], [-0.9824, 1.8033, -0.3742], [1.9970, -3.3390, -0.9420], [-2.0083, 0.9574, -0.6285], [-0.2941, 2.4756, -1.5174], [0.7671, -2.8788, -1.4523], [1.6784, -2.0267, 1.0310], [0.2248, 3.2025, 1.3677], [-2.3631, -0.1158, 0.1541], [2.4637, -2.8209, 0.1792], [-0.4101, -0.8678, 1.4313], [2.0220, -1.4755, 1.8593], [-0.3688, 1.6041, -2.2855], [0.1293, 4.0515, 0.6899], [-2.4996, 1.0932, -1.6639], [1.3325, 2.8610, 1.5587], [0.6796, 2.9081, -1.1816], [0.2418, -3.2719, -2.3327], [-0.7173, 3.3728, -1.8181], [-0.2934, 3.4665, 2.2916], [-0.8611, -1.6421, -1.2118], [2.6053, -3.9665, -1.6377], [3.3337, -3.0876, 0.7718], [-1.0075, 1.5560, 1.5860], [-0.1337, -0.8369, 2.4393]], "nbo_charge": [0.120, -0.517, -0.445, -0.165, -0.162, 0.403, -0.149, -0.474, -0.685, -0.192, -0.119, -0.428, 0.298, -0.218, 0.247, 0.218, 0.265, 0.223, 0.272, 0.229, 0.253, 0.236, 0.261, 0.231, 0.214, 0.245, 0.239, 0.392, 0.206]}



Record 3
{"formula": "C12H14EuFIN2", "method": "wB97M-V/def2-TZVPD", "spin_multiplicity": 8, "orbital_gap_ev": [5.1810, 5.8008], "charge": 0, "elements": ["Eu", "I", "F", "N", "N", "C", "C", "C", "C", "C", "C", "C", "C", "C", "C", "C", "C", "H", "H", "H", "H", "H", "H", "H", "H", "H", "H", "H", "H", "H", "H"], "coordinates": [[-0.0077, 0.5649, 2.2229], [3.2765, 0.3856, 2.0265], [0.5269, 2.5744, 1.6105], [0.4805, -1.5353, 0.1081], [-1.6416, 0.0967, -0.8930], [-2.3771, 1.0041, 1.5552], [1.2614, -3.7833, -1.3991], [-3.4424, -0.8522, -2.8006], [-0.2732, -1.9420, -0.9542], [-2.7227, 0.7986, -1.2334], [-2.3183, -1.5800, -2.4398], [-3.6783, 0.3527, -2.1450], [1.9698, 0.4213, 3.9587], [1.6398, -2.1654, 0.3183], [2.0951, -3.2895, -0.3915], [0.0715, -3.1203, -1.6451], [-1.4343, -1.1123, -1.4272], [-3.0541, 0.2191, 1.1255], [-2.4937, 1.9633, 1.0235], [-2.9324, 1.7282, -0.7085], [3.0614, -3.7246, -0.1484], [2.3003, -1.7103, 1.0755], [2.2081, -0.5758, 4.3657], [-2.6555, 1.1820, 2.6225], [-4.5818, 0.9585, -2.2776], [2.5563, 1.2178, 4.3881], [0.9456, 0.6529, 4.3779], [-2.1034, -2.5279, -2.9209], [-4.1246, -1.2131, -3.5675], [1.5454, -4.6568, -1.9915], [-0.6098, -3.4972, -2.4066]], "lowdin_spin": [6.780, 0.226, -0.017, -0.003, -0.001, -0.078, 0.000, 0.000, 0.000, 0.000, 0.000, 0.000, 0.072, 0.002, 0.000, 0.000, 0.000, -0.004, -0.004, 0.000, 0.000, 0.003, 0.000, -0.007, 0.000, -0.001, 0.031, 0.000, 0.000, 0.000, 0.000]}



Record 4
{"formula": "C12H14IrNO5Te", "method": "wB97M-V/def2-TZVPD", "spin_multiplicity": 2, "orbital_gap_ev": [6.2143, 6.0950], "charge": 1, "elements": ["Ir", "Te", "O", "O", "O", "O", "O", "N", "C", "C", "C", "C", "C", "C", "C", "C", "C", "C", "C", "C", "H", "H", "H", "H", "H", "H", "H", "H", "H", "H", "H", "H", "H", "H"], "coordinates": [[-0.5822, 0.8428, -0.1525], [1.5576, -0.9351, 0.4694], [-2.7605, -0.1110, 3.2854], [-1.0754, 0.5140, 1.9642], [-0.5481, -0.0944, -2.0589], [-1.6398, -1.3777, -3.5135], [-2.6226, 2.1026, 0.2231], [-2.4583, -0.7632, -0.1480], [-2.1006, -1.7085, -1.1800], [-3.7965, 1.2953, 0.3273], [-2.0896, -0.1671, 2.2926], [-1.3749, -0.9930, -2.4122], [5.7724, -0.4309, -0.3689], [-2.4800, -1.2792, 1.1990], [4.9868, 1.7792, 0.1758], [4.4985, -0.9287, -0.1929], [3.7024, 1.2977, 0.3324], [-3.6247, 0.0408, -0.5258], [6.0258, 0.9213, -0.1703], [3.4520, -0.0654, 0.1581], [-2.6295, 2.7402, 0.9475], [-2.9644, -2.2398, -1.5938], [-4.5436, -0.5557, -0.4543], [-1.7125, -2.0482, 1.3121], [5.1807, 2.8296, 0.3251], [-3.4922, 0.3507, -1.5652], [-3.4579, -1.6799, 1.4867], [-4.0009, 1.0400, 1.3709], [2.9047, 1.9727, 0.6108], [7.0278, 1.3054, -0.2831], [4.3038, -1.9810, -0.3355], [6.5690, -1.1004, -0.6541], [-4.6526, 1.8628, -0.0611], [-1.3755, -2.4357, -0.8100]], "nbo_charge": [1.160, 0.769, -0.575, -0.765, -0.760, -0.552, -0.740, -0.287, -0.370, -0.096, 0.777, 0.777, -0.193, -0.376, -0.184, -0.208, -0.212, -0.270, -0.140, -0.323, 0.524, 0.246, 0.245, 0.230, 0.237, 0.241, 0.248, 0.217, 0.222, 0.238, 0.230, 0.241, 0.219, 0.228]}



Record 5
{"formula": "C12H14N2O", "method": "wB97M-V/def2-TZVPD", "spin_multiplicity": 3, "orbital_gap_ev": [5.7488, 6.2894], "charge": 0, "elements": ["O", "N", "N", "C", "C", "C", "C", "C", "C", "C", "C", "C", "C", "C", "C", "H", "H", "H", "H", "H", "H", "H", "H", "H", "H", "H", "H", "H", "H"], "coordinates": [[-1.0315, 0.3946, -2.2192], [-0.4349, -0.1962, -1.2669], [0.5292, -2.3377, -0.5444], [0.8339, -1.7715, 0.4958], [-1.4568, -2.3555, -1.9040], [0.8032, 2.9313, 2.2716], [-0.0287, 0.2627, -0.1567], [0.7785, -1.6554, -2.8457], [-1.4067, 3.3211, 1.4203], [-0.1357, 1.4322, 0.6307], [-1.3041, 2.2077, 0.6121], [1.4393, -2.0598, 1.7769], [-0.3580, 3.6894, 2.2501], [0.9134, 1.8080, 1.4792], [-0.1205, -1.6804, -1.6132], [-2.0646, -2.3892, -1.0012], [0.3081, -1.0244, -3.5967], [0.7155, -1.8530, 2.5648], [-2.3122, 3.9116, 1.4057], [1.7524, -3.1042, 1.8324], [1.7526, -1.2419, -2.5907], [-0.4426, 4.5663, 2.8746], [-1.2905, -3.3680, -2.2620], [1.6221, 3.2182, 2.9162], [1.8177, 1.2171, 1.4879], [2.3005, -1.4123, 1.9336], [0.9082, -2.6595, -3.2379], [-2.1099, 1.9270, -0.0491], [-1.9779, -1.7782, -2.6642]], "nbo_charge": [-0.387, -0.020, -0.474, 0.364, -0.618, -0.215, 0.226, -0.622, -0.215, -0.103, -0.195, -0.720, -0.208, -0.201, 0.247, 0.217, 0.239, 0.248, 0.215, 0.219, 0.218, 0.212, 0.222, 0.214, 0.213, 0.244, 0.223, 0.222, 0.234]}



Record 6
{"formula": "C12H14N2OsPS", "method": "wB97M-V/def2-TZVPD", "spin_multiplicity": 5, "orbital_gap_ev": [7.2224, 6.0901], "charge": 1, "elements": ["Os", "S", "P", "N", "N", "C", "C", "C", "C", "C", "C", "C", "C", "C", "C", "C", "C", "H", "H", "H", "H", "H", "H", "H", "H", "H", "H", "H", "H", "H", "H"], "coordinates": [[-0.3828, 1.2051, 0.4002], [-1.1190, -2.1063, 2.5903], [-1.1615, 2.9725, -0.6426], [-0.5650, -2.8527, 0.0198], [0.1609, -0.7635, 0.7838], [0.1187, 0.0493, 1.9150], [-0.4619, -1.9367, 0.9870], [-0.5408, -0.4978, 3.0446], [-0.1399, -0.9606, -4.1136], [1.4385, -2.1289, -2.8700], [-0.7767, 0.3392, 4.1265], [0.6400, 2.0983, 3.1637], [0.5988, -0.0055, -3.3735], [0.7855, 1.3350, 1.9087], [-0.1845, 1.6258, 4.1625], [1.6050, -0.7540, -2.5781], [0.3517, -2.2619, -3.7916], [2.3349, -0.3026, -1.9062], [-1.1670, 2.8561, -2.0856], [-0.1407, -2.6984, -0.8909], [0.4620, 1.0723, -3.3725], [-1.0522, -3.7106, 0.2289], [-2.5306, 3.3604, -0.4076], [1.7605, 1.4202, 1.3901], [-0.3857, 2.2601, 5.0320], [1.1425, 3.0622, 3.2165], [-0.4723, 4.2140, -0.4175], [2.0478, -2.9367, -2.4632], [-1.3967, -0.0252, 4.9441], [-0.0263, -3.1974, -4.1885], [-0.9434, -0.7316, -4.8123]], "nbo_charge": [0.627, 0.429, 0.148, -0.742, -0.590, -0.032, 0.318, -0.178, -0.303, -0.406, -0.188, -0.156, -0.221, -0.391, -0.225, -0.118, -0.065, 0.218, 0.044, 0.447, 0.214, 0.421, 0.042, 0.254, 0.243, 0.238, 0.040, 0.235, 0.241, 0.222, 0.234]}



Record 7
{"formula": "C12H14N2S", "method": "wB97M-V/def2-TZVPD", "spin_multiplicity": 1, "orbital_gap_ev": [7.0673, 7.0667], "charge": 0, "elements": ["S", "N", "N", "C", "C", "C", "C", "C", "C", "C", "C", "C", "C", "C", "C", "H", "H", "H", "H", "H", "H", "H", "H", "H", "H", "H", "H", "H", "H"], "coordinates": [[0.2168, -2.1933, 1.2090], [-1.4332, 1.0741, -0.2451], [-0.9347, 0.4232, 0.8235], [1.2972, -0.6624, 1.1069], [1.6199, 0.1794, 2.2924], [0.0096, -0.9386, -3.4358], [0.2447, -1.3896, -2.1120], [-0.5526, 0.3061, -3.7423], [-0.9265, 0.5141, -1.3982], [-0.0137, -0.5775, 0.3862], [-1.4146, 0.5268, 1.9777], [-1.0960, 1.0060, -2.6976], [-2.4763, 1.4808, 2.3616], [2.4587, -0.9845, 0.1990], [-0.1812, -0.5848, -1.1016], [-1.0315, -0.1506, 2.8611], [0.7723, 0.9742, 2.4911], [2.4211, -0.5043, -0.8339], [-3.3466, 0.7857, 2.3485], [-2.2606, 2.0842, 3.3120], [0.5902, -2.3645, -1.8428], [2.4585, 0.7689, 2.1512], [3.5023, -0.8569, 0.7485], [1.8906, -0.2583, 3.3120], [-0.6886, 0.6678, -4.7361], [-2.5863, 2.2851, 1.5544], [2.4989, -2.0878, 0.0183], [-1.4323, 2.0902, -2.7396], [0.3939, -1.6135, -4.2684]], "nbo_charge": [0.111, -0.433, -0.121, -0.081, -0.644, -0.265, -0.176, -0.199, 0.145, 0.038, 0.094, -0.243, -0.690, -0.646, -0.138, 0.224, 0.224, 0.249, 0.246, 0.236, 0.221, 0.230, 0.223, 0.242, 0.218, 0.262, 0.235, 0.223, 0.211]}



Record 8
{"formula": "C12H14N3", "method": "wB97M-V/def2-TZVPD", "spin_multiplicity": 3, "orbital_gap_ev": [7.5534, 7.7404], "charge": 1, "elements": ["N", "N", "N", "C", "C", "C", "C", "C", "C", "C", "C", "C", "C", "C", "C", "H", "H", "H", "H", "H", "H", "H", "H", "H", "H", "H", "H", "H", "H"], "coordinates": [[0.4313, -0.5841, -0.3110], [2.9185, -1.7229, 0.5108], [1.1482, 0.1156, -2.2218], [-4.6728, -0.2948, 0.3584], [2.8863, -0.8335, -0.5042], [-4.0735, 0.9498, 0.3926], [-0.6136, 0.1038, -0.8735], [3.1577, 1.4297, 1.8518], [-3.9765, -1.3491, -0.1585], [1.5300, -0.4979, -1.0731], [-1.9812, 0.0328, -0.3857], [2.9382, 1.6143, 0.5820], [-2.7871, 1.1191, 0.0001], [-2.6459, -1.2073, -0.4364], [-0.1213, 0.5943, -2.0675], [-0.6534, 1.1941, -2.7340], [3.7442, -1.9638, 1.0636], [1.5882, 0.2933, -3.0860], [-4.6516, 1.6667, 0.9712], [-2.1598, -2.1029, -0.8593], [2.8448, 2.4590, -0.0228], [1.9733, -2.0372, 0.9100], [-5.8083, -0.3970, 0.3590], [3.3781, 2.3147, 2.2947], [3.8109, -0.3863, -0.9822], [0.3995, -1.0988, 0.4986], [2.9068, 0.5621, 2.4788], [-4.4702, -2.3864, -0.3652], [-2.3848, 2.1683, 0.0214]], "nbo_charge": [-0.478, -0.745, -0.478, -0.179, 0.000, -0.215, 0.155, -0.509, -0.204, 0.334, -0.130, -0.111, -0.168, -0.192, -0.047, 0.248, 0.438, 0.448, 0.236, 0.216, 0.177, 0.390, 0.236, 0.223, 0.257, 0.419, 0.216, 0.236, 0.227]}



Energy relative to the best compared isomer or geometry (same formula, charge and spin) (computed, eV): 0.000, 1.287, 5.500, 3.477, 0.169, 0.000, 3.913, 1.163
DFT total energy (computed, hartree): -8548.5738, -1035.0285, -1682.9482, -1268.5762, -650.1584, -1404.9121, -973.2163, -629.5071